Formula: C30H36CrN9O7S
Source: the OMol25 dataset
Level of theory: ωB97M-V/def2-TZVPD

The geometry in XYZ format:
```
84
C30H36CrN9O7S, DFT ωB97M-V/def2-TZVPD
Cr -0.263 -0.615 0.159
S -2.673 -1.017 -0.623
O -1.411 -1.708 -1.111
O -3.285 -0.285 -1.708
O -0.953 -4.240 -0.684
O 2.238 -0.167 -0.009
O -2.134 -0.020 0.377
O -3.509 -1.988 0.024
O -4.028 -3.965 3.978
N 1.507 -1.195 -0.158
N -3.247 -2.203 5.108
N -1.732 1.265 -3.290
N 0.330 0.555 1.858
N -0.164 0.479 -1.916
N -0.605 -2.027 1.477
N -0.605 2.361 0.018
N 0.160 -3.623 -0.162
N -0.233 1.817 3.595
C 0.084 -3.272 1.258
C -4.230 -2.509 6.140
C 0.572 -1.725 -4.820
C 0.941 0.048 2.984
C -0.505 -4.463 1.954
C -0.110 -0.235 -3.100
C 2.264 -1.303 4.422
C -1.124 0.233 -3.960
C 0.571 0.825 4.103
C -2.243 -1.217 5.420
C -5.630 -1.991 5.825
C -3.198 -3.074 4.057
C 2.068 -2.316 -0.652
C -2.070 -3.039 3.093
C -1.529 -4.333 2.800
C -2.796 0.208 5.486
C -1.317 -0.276 -5.231
C -0.450 -1.266 -5.650
C 1.013 0.532 5.384
C -1.147 1.330 -2.068
C 1.840 -0.998 3.145
C 1.497 -4.376 -2.026
C 1.845 -0.562 5.527
C -1.603 -1.974 2.352
C -0.335 1.611 2.254
C 0.758 -1.221 -3.546
C 3.519 -2.320 -1.051
C 1.227 -3.399 -0.928
C -1.057 2.555 1.354
C -1.519 2.382 -1.080
H -1.785 -1.460 6.391
H -5.984 -2.442 4.903
H 1.148 -3.143 1.552
H 1.552 -1.565 -2.910
H -0.557 -1.685 -6.641
H -1.551 3.362 -1.600
H 0.347 2.617 -0.182
H -2.644 1.631 -3.512
H -0.916 3.590 1.731
H 2.196 -0.836 6.509
H 2.157 -5.164 -1.658
H 2.213 -1.523 2.285
H -0.082 -5.417 1.687
H -3.871 -2.095 7.085
H -0.673 2.564 4.107
H 0.732 1.144 6.226
H 2.947 -2.125 4.570
H -1.992 0.888 5.759
H -3.578 0.289 6.238
H -5.635 -0.910 5.714
H -1.460 -1.264 4.662
H 1.236 -2.492 -5.194
H -1.980 -5.185 3.282
H -2.522 2.143 -0.711
H -6.310 -2.267 6.627
H -4.291 -3.599 6.233
H -1.554 -3.479 -0.905
H 3.956 -1.371 -0.747
H 1.967 -3.902 -2.881
H -2.110 0.098 -5.861
H 0.561 -4.840 -2.329
H -2.125 2.317 1.378
H -3.201 0.506 4.521
H 4.045 -3.136 -0.563
H 3.653 -2.430 -2.124
H -2.075 -1.003 2.415
```

Summary:
Total charge: 0
2S+1: 4
HOMO-LUMO gap (spin up / spin down): 5.79 / 5.46 eV
Expectation value of S²: 3.79
HOMO energy (spin up / spin down): -6.64 / -6.69 eV

Atomic partial charges in e from the Löwdin method, atoms 1 to 2:
1 Cr 0.89
2 S 0.35

Formula: C4H4Cl2N2O3
Source: the OMol25 dataset
Level of theory: ωB97M-V/def2-TZVPD

The geometry in XYZ format:
```
15
C4H4Cl2N2O3, DFT ωB97M-V/def2-TZVPD
Cl -2.563 1.393 0.255
Cl -1.465 -0.684 -1.694
O -1.796 -0.991 1.813
O 0.555 1.878 0.549
O 2.166 -1.858 -0.313
N 1.204 0.092 -0.779
N 0.183 -1.398 0.704
C 1.236 -1.102 -0.160
C 0.268 1.102 -0.571
C -1.209 0.303 -0.244
C -0.982 -0.764 0.949
H 0.090 1.752 -1.400
H 0.484 -2.083 1.386
H 1.923 0.055 -1.505
H -0.094 2.303 1.007
```

Summary:
Total charge: 0
HOMO-LUMO gap: 10.96 eV
ΔE to the lowest compared entry with this formula, charge and spin: 4.77 kcal/mol
HOMO energy: -10.55 eV
Structure (SMILES): O=C1NC(=O)C(Cl)(Cl)[C@@H](O)N1

Atomic partial charges in e from the Löwdin method, atoms 1 to 2:
1 Cl 0.66
2 Cl 0.71

Formula: C26H36N2O5PdSSi
Source: the OMol25 dataset
Level of theory: ωB97M-V/def2-TZVPD

The geometry in XYZ format:
```
72
C26H36N2O5PdSSi, DFT ωB97M-V/def2-TZVPD
Pd 1.393 -0.538 0.375
S 2.221 -3.632 0.321
Si 1.991 2.877 -0.105
O -0.212 -2.852 -0.006
O -1.719 1.418 0.372
O 2.451 -0.847 -2.470
O 3.559 -0.415 0.253
O 2.622 -0.901 2.932
N -0.604 -0.609 0.205
N -2.331 -1.967 -0.209
C 2.106 -1.828 3.873
C -3.961 -0.645 1.056
C 3.859 2.914 -0.179
C 4.342 -0.244 1.453
C 2.370 -2.098 -3.131
C -4.298 1.006 -1.435
C -3.892 -0.395 -3.796
C 4.281 -0.981 -0.866
C -4.495 -0.308 3.378
C 3.772 -0.441 -2.184
C -5.765 -0.823 3.165
C -5.239 -1.156 0.844
C -6.135 -1.249 1.897
C 1.188 2.357 -1.708
C 1.139 -2.471 0.208
C -2.972 -0.641 -0.099
C -1.720 0.237 0.187
C 1.368 1.737 1.243
C -3.593 -0.222 2.327
C -3.363 -0.876 -2.604
C 1.373 4.565 0.420
C -1.041 -1.834 -0.006
C -3.570 -0.181 -1.421
C -4.818 1.485 -2.624
C -4.618 0.784 -3.808
C 3.941 -1.209 2.537
H 2.867 -2.054 -4.104
H -7.127 -1.643 1.724
H -6.468 -0.886 3.985
H 4.189 -2.069 -0.829
H -5.540 -1.464 -0.150
H -2.792 -1.795 -2.613
H 1.542 2.957 -2.549
H -4.454 1.552 -0.514
H -2.819 -2.847 -0.247
H -5.030 1.158 -4.736
H 4.455 -0.777 -2.974
H -3.735 -0.946 -4.713
H 0.108 2.505 -1.621
H 1.313 -2.309 -3.284
H 0.285 4.579 0.507
H 1.662 5.304 -0.333
H 2.810 -2.906 -2.541
H 1.369 1.307 -1.942
H -4.206 0.035 4.362
H 0.287 1.724 1.375
H 4.265 3.262 0.774
H 4.193 0.785 1.780
H 5.394 -0.385 1.206
H 4.188 3.621 -0.944
H 5.333 -0.715 -0.748
H 2.703 -1.828 4.789
H 1.091 -1.515 4.108
H 3.999 -2.242 2.176
H 1.798 4.876 1.375
H -5.384 2.407 -2.628
H 3.776 0.649 -2.174
H 4.633 -1.095 3.381
H -2.611 0.200 2.506
H 2.090 -2.839 3.454
H 4.304 1.947 -0.405
H 1.882 1.429 2.148
```

Summary:
Total charge: +1
2S+1: 2
HOMO-LUMO gap (spin up / spin down): 8.24 / 6.93 eV
ΔE to the lowest compared entry with this formula, charge and spin: 2.03 kcal/mol
Expectation value of S²: 0.77
HOMO energy (spin up / spin down): -11.37 / -11.63 eV

Atomic partial charges in e from the Löwdin method, atoms 1 to 2:
1 Pd 0.93
2 S 0.83

no.,DFT total energy (a.u.)
1,-3626.96128
2,-1410.46341
3,-2313.34590